Run P
ORCA calculation (ωB97M-V with the def2-TZVPD basis set) on the molecule C6H12.

The SMILES is C/C=C(\C)CC. The lowest unoccupied orbital energy is 0.0409 hartree. The HOMO energy comes out at -8.4 eV. As for the total charge: 0. The value obtained for the gap between HOMO and LUMO is 9.5 eV.

CARTESIAN COORDINATES (ANGSTROEM)
C (0.29, -2.15, -1.23)
C (0.93, -1.09, -0.33)
C (0.08, 0.13, 0.00)
C (-0.04, 0.53, 1.27)
C (-0.47, 1.92, 1.66)
C (-0.66, 0.74, -1.15)
H (-0.73, -1.88, -1.51)
H (0.88, -2.47, -2.08)
H (0.17, -3.04, -0.61)
H (1.75, -0.50, -0.80)
H (1.40, -1.53, 0.55)
H (0.11, -0.15, 2.11)
H (-0.92, 2.52, 0.88)
H (0.35, 2.38, 2.22)
H (-1.23, 1.86, 2.45)
H (-0.65, 1.82, -1.19)
H (-0.29, 0.35, -2.09)
H (-1.70, 0.47, -1.04)

These are the natural (NBO) partial charges, in e, on atoms 1 to 5: atom 1 (C): -0.624, atom 2 (C): -0.427, atom 3 (C): 0.025, atom 4 (C): -0.212, atom 5 (C): -0.647

***

Run Q
ORCA calculation (ωB97M-V with the def2-TZVPD basis set) on a cluster of 2 separate species, C6H12 in total.

The lowest unoccupied orbital energy (alpha / beta) is -0.0270 / -0.0264 hartree. The HOMO energy (alpha / beta) comes out at -9.4 / -9.5 eV. As for the total charge: 0. The value obtained for the gap between HOMO and LUMO (alpha / beta) is 8.7 / 8.8 eV.

CARTESIAN COORDINATES (ANGSTROEM)
C (-1.12, 0.68, 1.06)
C (-1.25, -0.71, 0.43)
C (0.08, -1.48, 0.39)
C (1.04, -0.90, -0.61)
C (2.10, -0.15, -0.30)
C (0.17, 2.30, -1.27)
H (-0.33, 1.28, 0.57)
H (-0.83, 0.60, 2.11)
H (-2.05, 1.24, 1.01)
H (-1.99, -1.29, 1.00)
H (-1.65, -0.62, -0.59)
H (-0.12, -2.53, 0.15)
H (0.53, -1.46, 1.39)
H (0.81, -1.10, -1.66)
H (2.36, 0.07, 0.73)
H (2.75, 0.26, -1.07)
H (0.44, 1.51, -2.01)
H (-0.95, 2.29, -1.33)

These are the natural (NBO) partial charges, in e, on atoms 1 to 5: atom 1 (C): -0.603, atom 2 (C): -0.390, atom 3 (C): -0.443, atom 4 (C): -0.180, atom 5 (C): -0.389

***

Relative energies with respect to the most stable structure, expressed in eV: run P 0.000; run Q 4.243.

***

Run P
ORCA calculation (ωB97M-V with the def2-TZVPD basis set) on the molecule C6H12.

The SMILES is CC[C@H]1C[C@H]1C. The lowest unoccupied orbital energy is 0.0447 hartree. The HOMO energy comes out at -9.9 eV. As for the total charge: 0. The value obtained for the gap between HOMO and LUMO is 11.1 eV.

CARTESIAN COORDINATES (ANGSTROEM)
C (1.83, 0.98, -0.37)
C (1.30, -0.21, 0.43)
C (0.19, -0.91, -0.32)
C (-0.89, -1.67, 0.42)
C (-1.22, -0.35, -0.23)
C (-1.61, 0.95, 0.79)
H (2.26, 0.64, -1.32)
H (1.03, 1.69, -0.61)
H (2.61, 1.52, 0.18)
H (0.92, 0.13, 1.40)
H (2.11, -0.90, 0.66)
H (0.57, -1.40, -1.23)
H (-0.87, -1.59, 1.50)
H (-1.18, -2.68, 0.08)
H (-1.96, 0.19, -0.75)
H (-2.43, 0.63, 1.46)
H (-2.01, 1.88, 0.29)
H (-0.73, 1.24, 1.32)

These are the natural (NBO) partial charges, in e, on atoms 1 to 5: atom 1 (C): -0.605, atom 2 (C): -0.398, atom 3 (C): -0.218, atom 4 (C): -0.418, atom 5 (C): -0.275

***

Run Q
ORCA calculation (ωB97M-V with the def2-TZVPD basis set) on the molecule C6H12.

The SMILES is CCC1CCC1. The lowest unoccupied orbital energy is 0.0468 hartree. The HOMO energy comes out at -10.4 eV. As for the total charge: 0. The value obtained for the gap between HOMO and LUMO is 11.7 eV.

CARTESIAN COORDINATES (ANGSTROEM)
C (-2.43, -0.21, -0.26)
C (-1.24, 0.31, 0.52)
C (0.08, 0.28, -0.23)
C (1.27, 0.87, 0.55)
C (2.20, -0.09, -0.18)
C (0.98, -1.00, -0.46)
H (-2.66, 0.45, -1.10)
H (-2.21, -1.20, -0.67)
H (-3.33, -0.29, 0.36)
H (-1.45, 1.34, 0.87)
H (-1.10, -0.27, 1.45)
H (-0.01, 0.57, -1.28)
H (1.50, 1.94, 0.57)
H (1.14, 0.54, 1.59)
H (3.05, -0.51, 0.36)
H (2.55, 0.38, -1.10)
H (0.79, -1.76, 0.30)
H (0.99, -1.48, -1.45)

These are the natural (NBO) partial charges, in e, on atoms 1 to 5: atom 1 (C): -0.605, atom 2 (C): -0.396, atom 3 (C): -0.208, atom 4 (C): -0.397, atom 5 (C): -0.396

***

Run R
ORCA calculation (ωB97M-V with the def2-TZVPD basis set) on the molecule C6H12.

The SMILES is CC1CCCC1. The lowest unoccupied orbital energy is 0.0449 hartree. The HOMO energy comes out at -11.0 eV. As for the total charge: 0. The value obtained for the gap between HOMO and LUMO is 12.2 eV.

CARTESIAN COORDINATES (ANGSTROEM)
C (1.75, -0.35, 0.94)
C (0.89, 0.11, -0.24)
C (-0.07, 1.26, 0.16)
C (-1.43, 0.58, 0.34)
C (-1.44, -0.41, -0.82)
C (-0.03, -1.03, -0.76)
H (1.11, -0.63, 1.79)
H (2.42, 0.45, 1.27)
H (2.36, -1.22, 0.68)
H (1.56, 0.44, -1.05)
H (-0.15, 1.99, -0.65)
H (0.28, 1.80, 1.05)
H (-1.45, 0.04, 1.30)
H (-2.27, 1.28, 0.33)
H (-2.24, -1.15, -0.78)
H (-1.56, 0.15, -1.76)
H (-0.03, -1.87, -0.06)
H (0.29, -1.43, -1.73)

These are the natural (NBO) partial charges, in e, on atoms 1 to 5: atom 1 (C): -0.600, atom 2 (C): -0.222, atom 3 (C): -0.402, atom 4 (C): -0.403, atom 5 (C): -0.400

***

Relative energies with respect to the most stable structure, expressed in eV: run P 2.735; run Q 1.061; run R 0.000.

***

Run P
ORCA calculation (ωB97M-V with the def2-TZVPD basis set) on a cluster of 2 separate species, C6H12 in total.

The SMILES is C=CC.C=CC. The lowest unoccupied orbital energy is 0.0417 hartree. The HOMO energy comes out at -8.7 eV. As for the total charge: 0. The value obtained for the gap between HOMO and LUMO is 9.9 eV.

CARTESIAN COORDINATES (ANGSTROEM)
C (1.42, -1.68, -2.20)
C (0.83, -0.34, -1.78)
C (1.55, 0.49, -1.02)
H (0.77, -2.52, -1.93)
H (2.39, -1.76, -1.72)
H (1.53, -1.71, -3.29)
H (-0.22, -0.13, -1.91)
H (1.06, 1.32, -0.52)
H (2.54, 0.23, -0.66)
C (-2.25, 1.31, 1.28)
C (-1.00, 0.49, 1.41)
C (-0.29, 0.09, 2.48)
H (-2.41, 1.95, 2.14)
H (-3.07, 0.62, 1.07)
H (-2.09, 1.83, 0.33)
H (-0.72, 0.06, 0.44)
H (0.78, -0.10, 2.47)
H (-0.80, -0.15, 3.41)

These are the natural (NBO) partial charges, in e, on atoms 1 to 5: atom 1 (C): -0.644, atom 2 (C): -0.172, atom 3 (C): -0.405, atom 4 (H): 0.216, atom 5 (H): 0.211

***

Run Q
ORCA calculation (ωB97M-V with the def2-TZVPD basis set) on a structure of composition C6H12.

The lowest unoccupied orbital energy (alpha / beta) is 0.0137 / 0.0332 hartree. The HOMO energy (alpha / beta) comes out at -7.2 / -7.2 eV. As for the total charge: 0. The value obtained for the gap between HOMO and LUMO (alpha / beta) is 7.6 / 8.1 eV.

CARTESIAN COORDINATES (ANGSTROEM)
C (1.52, 0.48, 0.16)
C (-1.71, 0.48, -0.58)
C (0.81, -0.71, -0.12)
C (-0.73, -0.31, -1.24)
C (2.80, 0.53, 0.90)
C (-2.72, -0.13, 0.31)
H (1.01, 1.41, -0.06)
H (-1.94, 1.47, -0.96)
H (0.38, -1.24, 0.73)
H (1.39, -1.49, -0.63)
H (-0.33, 0.15, -2.14)
H (-1.03, -1.33, -1.48)
H (3.61, 1.16, 0.53)
H (-3.55, -0.60, -0.24)
H (3.24, -0.47, 1.05)
H (2.74, 0.90, 1.93)
H (-2.27, -0.93, 0.91)
H (-3.21, 0.61, 0.94)

These are the natural (NBO) partial charges, in e, on atoms 1 to 5: atom 1 (C): -0.133, atom 2 (C): -0.126, atom 3 (C): -0.421, atom 4 (C): -0.438, atom 5 (C): -0.678

***

Run R
ORCA calculation (ωB97M-V with the def2-TZVPD basis set) on a cluster of 3 separate species, C6H12 in total.

The lowest unoccupied orbital energy is 0.0424 hartree. The HOMO energy comes out at -6.4 eV. As for the total charge: 0. The value obtained for the gap between HOMO and LUMO is 7.6 eV.

CARTESIAN COORDINATES (ANGSTROEM)
C (-0.64, -0.33, -0.10)
C (0.46, 0.41, -0.44)
C (-0.39, 0.89, 1.71)
C (0.46, 0.13, 2.70)
C (0.36, -0.96, -2.18)
C (-0.27, -0.48, -3.24)
H (-0.54, -1.32, 0.34)
H (-1.62, -0.03, -0.45)
H (0.33, 1.34, -0.98)
H (1.45, 0.19, -0.07)
H (-0.08, 1.92, 1.55)
H (-1.46, 0.86, 1.91)
H (0.98, -1.86, -2.22)
H (0.40, 0.54, 3.71)
H (0.15, -0.92, 2.77)
H (1.52, 0.13, 2.41)
H (-0.20, -0.92, -4.24)
H (-0.90, 0.40, -3.18)

These are the natural (NBO) partial charges, in e, on atoms 1 to 5: atom 1 (C): -0.251, atom 2 (C): -0.231, atom 3 (C): -0.480, atom 4 (C): -0.648, atom 5 (C): -0.320

***

Relative energies with respect to the most stable structure, expressed in eV: run P 0.000; run Q 1.929; run R 4.065.